Record 1
{
  "formula": "C24H47Cl8F3IN3O3P",
  "method": "ωB97M-V/def2-TZVPD",
  "total_charge": 1,
  "multiplicity": 1,
  "species": ["H", "C", "C", "H", "H", "H", "H", "O", "C", "Cl", "H", "H", "C", "C", "H", "H", "I", "H", "H", "H", "H", "H", "H", "H", "C", "Cl", "N", "C", "C", "H", "H", "H", "C", "H", "H", "H", "C", "O", "H", "C", "H", "Cl", "Cl", "Cl", "H", "H", "H", "H", "H", "H", "H", "H", "H", "H", "H", "Cl", "H", "C", "C", "C", "C", "C", "F", "C", "N", "C", "F", "H", "H", "H", "C", "H", "Cl", "C", "H", "H", "C", "P", "Cl", "O", "H", "C", "C", "H", "N", "H", "C", "H", "F", "H"],
  "positions_angstrom": [[3.31, -2.81, -1.36], [-7.85, 1.46, 4.26], [7.79, 3.07, -4.53], [-4.62, -0.64, -1.19], [-0.97, 4.57, -1.56], [-4.17, 0.95, -0.64], [8.03, 4.67, -3.11], [0.19, -1.88, -0.90], [-8.23, 1.92, 5.65], [7.02, -2.80, 3.73], [-3.94, -4.98, -0.99], [1.43, -2.17, 2.10], [2.34, -1.83, 1.59], [-3.26, -4.41, -0.36], [-4.18, 3.29, -0.71], [-0.69, 1.67, 0.89], [-4.16, -4.58, 1.60], [-0.02, 3.25, -2.30], [-1.44, -5.03, -1.38], [9.18, -2.39, 2.91], [2.78, 2.54, -5.22], [-2.36, -2.35, 1.74], [-0.80, -2.74, 1.07], [-4.85, 0.68, 2.58], [-1.92, -5.12, -0.39], [-7.06, 1.38, 6.87], [-1.19, -0.69, 1.28], [-1.66, -2.08, 0.95], [-4.69, -0.41, 0.94], [3.87, -2.67, 2.81], [-9.20, 1.49, 5.91], [-7.68, 0.38, 4.24], [3.07, 2.64, -4.18], [8.26, -0.19, 3.75], [7.45, 2.92, -5.55], [0.14, 3.64, -0.56], [3.44, -1.68, 2.65], [2.75, -2.76, 0.61], [-8.65, 1.70, 3.56], [-3.33, -2.97, -0.89], [-2.92, 4.50, -0.25], [6.62, 0.14, 2.09], [1.84, 1.80, -3.19], [1.74, 5.02, -4.18], [2.15, -0.84, 1.15], [4.04, 4.54, -4.31], [4.02, 2.13, -4.02], [1.18, -3.07, -2.30], [7.97, -2.38, 1.62], [8.96, -0.11, 2.13], [-2.09, -6.18, -0.22], [-4.34, -2.61, -0.66], [-0.18, -0.71, 1.05], [-1.25, -1.24, -2.22], [-1.22, -4.79, 0.38], [6.73, 2.11, -3.46], [8.79, 2.66, -4.43], [7.80, 4.52, -4.16], [8.19, -2.03, 2.63], [-6.21, -0.42, 0.80], [-1.07, -2.04, -1.50], [1.17, -2.87, -1.22], [-6.77, -0.73, 1.99], [8.15, -0.53, 2.72], [-1.36, 1.37, 0.18], [-0.55, 3.57, -1.41], [-6.71, 0.75, 0.40], [-1.11, -2.98, -2.07], [8.54, 5.05, -4.76], [4.25, -1.04, 2.28], [2.53, -2.39, -0.72], [-4.42, -1.41, 1.27], [6.22, 5.32, -4.47], [-4.05, -0.11, -0.42], [0.96, -3.82, -0.71], [-8.30, 3.00, 5.70], [-1.74, 0.12, 0.29], [-1.93, 2.41, -1.13], [-6.37, 2.27, 3.68], [-4.27, 0.60, 1.82], [3.05, -1.30, 3.59], [-3.20, 3.44, -0.26], [3.21, 4.09, -3.78], [-3.27, 3.13, 0.78], [-2.65, -0.52, -0.50], [3.38, 4.19, -2.71], [-2.25, -1.97, -0.45], [2.54, -1.30, -0.85], [-6.61, -1.36, -0.06], [-3.30, -3.04, -1.99]],
  "mulliken_charge": [0.48, -0.40, -0.50, 0.58, 0.41, 0.36, 0.32, 0.05, -0.46, -0.17, 0.77, 0.05, 0.38, -0.79, 0.36, 0.37, 0.06, 0.01, 0.25, 0.33, 0.35, 0.19, 0.37, 0.27, -1.22, -0.18, -0.24, -0.98, 1.30, 0.31, 0.33, 0.28, -0.33, 0.32, 0.31, 0.38, -1.06, -0.45, 0.34, -1.36, 0.42, -0.20, -0.13, -0.21, 0.16, -0.18, 0.09, 0.45, 0.31, 0.30, 0.53, 0.10, -0.06, 0.13, 0.30, -0.17, 0.35, -0.41, -0.48, 0.54, -1.73, -0.31, -0.24, -0.44, 0.13, -0.78, -0.27, 0.77, 0.32, 0.02, -0.87, -0.32, -0.19, -1.88, 0.17, 0.33, -0.50, 0.27, -0.19, -0.50, 0.38, -1.01, 0.03, 0.25, 0.58, 0.39, 2.66, 0.41, -0.27, 0.58]
}

Record 2
{
  "formula": "C24H47I2N7O8P2S",
  "method": "ωB97M-V/def2-TZVPD",
  "multiplicity": 1,
  "species": ["H", "O", "H", "H", "C", "H", "O", "N", "N", "H", "H", "C", "O", "H", "H", "H", "C", "I", "H", "O", "I", "C", "H", "H", "C", "C", "H", "H", "H", "N", "H", "H", "H", "H", "H", "C", "H", "H", "H", "H", "C", "C", "H", "H", "O", "C", "H", "H", "C", "H", "H", "C", "H", "C", "H", "O", "H", "C", "H", "N", "H", "H", "H", "O", "S", "C", "C", "C", "N", "H", "H", "C", "C", "C", "C", "O", "H", "C", "H", "H", "P", "H", "N", "N", "C", "H", "H", "P", "H", "H", "C"],
  "positions_angstrom": [[-0.54, 2.47, -2.94], [2.89, 3.71, -5.29], [1.94, 3.31, -3.42], [0.68, 4.90, 1.86], [3.46, -1.41, -4.66], [-2.40, 2.84, -4.99], [-2.58, 2.97, -2.77], [2.22, 0.28, -7.40], [3.65, -0.24, -0.59], [0.80, -2.05, -2.60], [2.10, -2.92, 3.35], [1.43, -2.73, 4.19], [-0.62, 0.04, 0.43], [2.36, -0.71, -7.12], [4.01, 0.25, 0.26], [3.98, 1.29, -4.96], [2.95, 3.05, -3.94], [-2.71, 3.44, 0.64], [1.97, -2.16, 4.96], [-1.70, -4.28, 7.50], [2.45, 3.02, -0.06], [4.18, 3.88, -3.17], [-4.88, -0.80, -0.35], [-3.09, -0.99, 5.37], [-1.56, 1.90, -2.70], [0.09, 5.05, 0.85], [5.08, 4.12, -3.89], [0.16, 0.82, -4.59], [0.61, -2.10, 3.84], [-1.51, 1.03, -1.53], [-4.90, -1.68, -2.02], [-1.25, -6.66, 8.65], [-3.15, 0.49, -0.04], [-3.99, 3.70, -4.34], [-0.71, -1.00, -3.01], [-4.99, -0.61, -1.50], [0.27, -4.53, 4.01], [-1.31, -6.85, 6.91], [-3.81, 1.82, -4.25], [-0.54, -1.85, -1.32], [-2.08, -0.86, 4.98], [-2.65, -5.32, 7.70], [-1.93, -1.62, 4.21], [-0.78, 5.83, 1.10], [0.20, -3.79, 5.97], [-3.22, 2.85, -4.12], [2.64, 4.69, -5.17], [-3.40, -5.33, 6.91], [-0.67, 0.61, 1.75], [2.09, -2.15, -0.37], [-3.63, -0.08, -2.98], [2.19, 0.38, -3.65], [-1.76, 1.23, -3.67], [0.07, -1.27, -2.14], [1.73, -4.70, 4.99], [-1.71, -4.98, 5.22], [0.75, -0.90, -5.07], [0.29, 2.44, -0.16], [-3.17, -5.12, 8.64], [-3.92, 0.35, -2.06], [4.01, 5.22, -1.58], [1.87, -0.27, 1.07], [-2.64, -7.48, 7.90], [-1.17, -2.17, 6.83], [4.68, -1.82, -5.81], [-0.56, 3.58, 0.37], [0.84, 0.10, -1.56], [-1.93, -6.66, 7.79], [2.96, -0.90, -3.49], [-0.03, -0.90, 5.68], [-2.49, -0.92, -1.09], [-2.70, 0.26, -1.12], [1.61, 0.90, -6.33], [-1.05, -0.98, 6.08], [3.40, 1.50, -3.97], [1.47, 0.92, -2.54], [1.32, 2.04, -6.50], [1.14, 0.22, -4.93], [0.73, 5.56, 0.00], [4.18, 1.32, -3.09], [2.09, -0.69, -0.28], [-2.02, 0.12, 4.50], [-0.67, 1.17, 2.94], [3.69, 5.22, -2.60], [0.89, -4.03, 4.76], [4.63, 3.29, -2.26], [-1.18, -0.15, 6.78], [-1.45, -3.65, 5.98], [-6.07, -0.15, -1.66], [2.64, 5.24, -2.63], [-0.30, 0.99, -0.67]],
  "mulliken_charge": [-0.22, -0.59, -0.23, 0.30, 0.18, 0.22, -0.25, -0.65, -0.75, 0.45, 0.43, -0.75, -0.37, 0.26, 0.27, 0.50, 0.79, 0.08, 0.29, -0.37, -0.06, -0.66, 0.25, 0.36, -0.61, -0.94, 0.24, -0.79, -0.04, 1.43, 0.26, 0.28, 0.12, 0.28, 0.04, -0.72, 0.31, 0.27, 0.18, 0.32, -1.17, -0.32, 0.30, 0.33, -0.36, -0.52, 0.36, 0.32, 0.68, 0.13, 0.25, 0.08, 0.46, -0.97, 0.32, -0.70, 0.41, -0.48, 0.36, -0.25, 0.29, 0.13, 0.37, -0.30, -0.10, -0.28, -0.68, -1.07, -0.23, 0.12, 0.23, -0.80, -0.07, -0.07, -1.35, 0.98, 0.33, 0.50, 0.26, 0.45, 0.21, 0.38, -0.64, -0.62, -0.36, 0.25, 0.39, 1.02, 0.27, 0.30, 0.73]
}

Record 3
{
  "formula": "C24H47N3O16P4",
  "method": "ωB97M-V/def2-TZVPD",
  "multiplicity": 1,
  "species": ["H", "O", "H", "P", "O", "C", "H", "O", "C", "H", "C", "C", "H", "P", "O", "H", "H", "H", "C", "H", "H", "H", "H", "C", "C", "H", "H", "H", "O", "C", "H", "H", "O", "H", "C", "H", "N", "H", "C", "H", "H", "O", "C", "O", "H", "O", "O", "H", "H", "H", "C", "H", "H", "H", "H", "H", "P", "C", "C", "O", "H", "O", "C", "H", "H", "H", "H", "C", "C", "C", "H", "H", "H", "H", "H", "C", "C", "O", "C", "O", "H", "C", "H", "N", "H", "H", "O", "H", "P", "H", "C", "C", "N", "O"],
  "positions_angstrom": [[0.54, -5.06, -2.29], [0.72, -6.80, 0.91], [-0.76, 3.12, -10.38], [-0.74, 2.31, -6.83], [-0.42, 1.31, 6.67], [-0.15, 3.10, -9.47], [-3.47, 0.40, 8.53], [0.78, 2.21, -0.52], [-3.17, 1.74, -5.85], [-2.76, 3.44, -4.54], [-2.64, 0.42, 9.23], [0.11, 0.56, 0.85], [2.76, -5.77, 2.17], [0.24, -5.42, -0.03], [0.98, -5.65, -1.61], [-3.88, -0.80, 5.33], [1.11, 1.62, -10.39], [2.51, 5.34, -6.56], [4.51, -1.95, 2.68], [1.38, 0.67, 5.86], [-4.06, 2.36, -3.98], [-1.91, -1.45, 0.22], [-0.74, 0.60, 0.04], [1.21, 2.55, -9.81], [2.32, -0.97, 1.75], [1.07, 1.54, -1.22], [-2.00, -0.58, 11.02], [0.98, 1.64, 3.64], [1.08, 1.68, 0.66], [0.49, 4.64, -6.27], [-2.49, -1.86, 5.49], [-0.10, 4.13, -9.13], [-0.54, 3.96, -6.98], [-2.61, 0.94, -5.36], [0.86, -0.89, 1.01], [-3.68, -0.92, 10.56], [6.20, -1.89, 0.19], [-0.42, 0.77, 1.90], [-2.66, -0.76, 10.17], [-1.74, -3.25, -0.47], [0.08, -2.40, -2.22], [-0.46, -0.90, 5.80], [0.15, 1.65, 4.35], [-0.82, 2.25, -8.56], [4.46, -0.65, -1.54], [-1.38, 0.54, 8.60], [3.01, 1.31, 3.02], [0.12, 5.64, -6.05], [-2.09, 0.35, -2.77], [1.78, 2.29, -8.92], [-3.60, 2.81, -4.87], [1.57, 5.20, -8.06], [-0.55, 0.86, 4.07], [-0.39, 2.60, 4.24], [-4.05, 1.28, -6.30], [-1.59, -1.53, -4.01], [-0.89, -0.22, 7.12], [0.66, 1.49, 5.77], [-3.90, -2.00, 7.10], [-2.48, -0.09, 6.62], [-0.26, -0.60, -1.76], [-2.80, -0.37, -2.68], [3.31, 0.16, 2.41], [-4.32, 3.49, -5.33], [0.71, 4.16, -5.30], [7.17, -1.61, -0.14], [-2.78, 1.34, 9.81], [1.76, 4.74, -7.09], [1.05, -3.79, 0.65], [-3.16, -1.20, 6.05], [1.19, 2.40, 6.07], [1.37, -7.31, 0.30], [5.73, -2.26, -0.69], [2.18, 3.75, -7.27], [-3.20, -2.47, 7.80], [-1.21, -2.21, -0.35], [-0.80, -1.67, -1.88], [-2.41, 2.31, -6.91], [-2.06, -1.63, -2.92], [4.21, -0.12, -0.71], [-4.58, -1.37, 7.68], [2.54, -3.83, 1.42], [-2.73, -2.60, -2.93], [4.68, -0.50, 2.17], [-2.31, -1.67, 9.69], [4.14, -4.78, 2.28], [-0.67, 2.37, -5.29], [1.78, 3.27, -10.41], [5.40, -0.31, 0.55], [-4.49, -2.80, 6.63], [3.12, -2.39, 1.93], [0.25, -2.34, 0.45], [3.35, -5.09, 1.65], [5.30, -2.59, 3.54]],
  "mulliken_charge": [0.34, -0.48, 0.34, 1.02, -0.31, -0.03, 0.21, -0.42, -0.02, 0.25, -0.02, -0.45, 0.27, 0.15, -0.56, 0.30, 0.34, 0.41, 0.00, 0.31, 0.36, 0.23, 0.29, -1.12, 0.30, 0.31, 0.34, 0.23, -0.10, -0.24, 0.31, 0.21, -0.38, 0.05, 0.70, 0.33, -0.64, -0.08, -1.13, 0.42, 0.22, -0.70, -0.55, -0.35, 0.26, -0.36, -0.55, 0.29, 0.32, 0.26, -1.11, 0.26, 0.15, 0.28, 0.36, 0.20, 1.00, -0.59, -1.03, -0.39, -0.13, -0.50, 0.07, 0.34, 0.29, 0.31, 0.34, -1.00, 0.32, -0.25, 0.43, 0.33, 0.24, 0.18, 0.19, -0.73, 0.20, -0.33, -0.46, -0.42, 0.26, 0.38, 0.34, 0.04, 0.26, 0.33, -0.72, 0.33, 0.28, 0.41, 0.07, -0.20, -0.64, -0.56]
}

Number 1: gap between HOMO and LUMO 9.59 eV, HOMO energy -11.692 eV. Number 2: gap between HOMO and LUMO 6.61 eV, HOMO energy -8.215 eV. Number 3: gap between HOMO and LUMO 6.51 eV, HOMO energy -8.551 eV.